{"formula": "C28H59N3O18P4S", "method": "wB97M-V/def2-TZVPD", "homo_lumo_gap_ev": 6.80, "energy_ha": -4383.45773, "lumo_energy_ev": 0.37, "symbols": ["C", "C", "C", "S", "O", "O", "C", "H", "H", "H", "H", "H", "H", "H", "H", "C", "O", "P", "O", "O", "C", "O", "C", "H", "H", "H", "H", "H", "H", "H", "H", "H", "C", "O", "P", "O", "O", "C", "O", "C", "H", "H", "H", "H", "H", "H", "H", "H", "H", "C", "O", "P", "O", "O", "C", "O", "C", "H", "H", "H", "H", "H", "H", "H", "H", "H", "C", "O", "P", "O", "O", "C", "O", "C", "H", "H", "H", "H", "H", "H", "H", "H", "H", "N", "C", "C", "C", "C", "H", "H", "H", "H", "H", "N", "C", "C", "C", "C", "H", "H", "H", "H", "H", "N", "C", "C", "C", "C", "H", "H", "H", "H", "H"], "coordinates": [[-10.78, 21.37, 5.92], [-12.25, 21.13, 6.28], [-12.50, 21.18, 7.80], [-10.89, 20.50, 8.61], [-11.17, 19.15, 9.04], [-10.30, 21.47, 9.48], [-9.97, 20.47, 6.84], [-10.55, 22.41, 6.15], [-10.72, 21.13, 4.86], [-12.51, 20.16, 5.86], [-12.84, 21.84, 5.71], [-13.25, 20.50, 8.19], [-12.72, 22.15, 8.24], [-9.94, 19.45, 6.47], [-8.90, 20.64, 6.97], [-8.76, 22.68, 4.39], [-9.04, 23.89, 5.05], [-7.84, 24.59, 5.96], [-8.38, 25.93, 6.49], [-7.55, 23.38, 6.92], [-8.46, 23.05, 7.91], [-6.56, 24.61, 4.93], [-5.29, 25.06, 5.39], [-9.63, 22.39, 3.79], [-8.26, 21.93, 5.00], [-8.02, 22.90, 3.62], [-8.64, 21.97, 7.97], [-9.42, 23.55, 7.81], [-7.97, 23.38, 8.83], [-4.52, 24.29, 5.40], [-5.30, 25.41, 6.43], [-4.91, 25.92, 4.83], [-13.15, 18.71, 4.67], [-12.08, 17.85, 4.26], [-10.50, 18.24, 4.28], [-10.22, 19.72, 3.99], [-10.02, 17.68, 5.79], [-8.64, 17.61, 5.94], [-9.85, 17.10, 3.36], [-10.59, 16.04, 2.83], [-12.79, 19.73, 4.69], [-13.66, 18.46, 5.60], [-13.96, 18.60, 3.94], [-8.31, 16.57, 6.01], [-8.52, 18.07, 6.92], [-8.11, 18.20, 5.19], [-10.95, 16.32, 1.84], [-11.38, 15.64, 3.47], [-9.75, 15.39, 2.60], [-12.99, 17.16, 11.74], [-13.34, 16.44, 10.65], [-12.25, 15.56, 9.88], [-11.03, 15.27, 10.65], [-12.06, 16.28, 8.42], [-11.88, 17.71, 8.29], [-12.95, 14.12, 9.46], [-14.30, 13.98, 9.38], [-13.76, 17.82, 12.15], [-12.08, 17.74, 11.60], [-12.80, 16.31, 12.40], [-12.31, 18.45, 8.96], [-12.39, 18.10, 7.41], [-10.82, 17.85, 8.04], [-14.86, 14.89, 9.60], [-14.75, 13.18, 9.97], [-14.58, 13.80, 8.34], [-12.98, 23.61, 8.00], [-13.90, 24.50, 7.37], [-15.22, 23.84, 6.75], [-15.05, 23.30, 5.39], [-16.20, 25.09, 6.80], [-15.84, 26.32, 6.25], [-15.68, 22.82, 7.92], [-16.95, 22.11, 7.82], [-13.35, 22.65, 8.33], [-12.87, 24.15, 8.94], [-12.02, 23.59, 7.47], [-14.85, 26.30, 5.81], [-15.79, 27.16, 6.94], [-16.49, 26.74, 5.48], [-17.61, 22.52, 7.07], [-17.49, 22.13, 8.77], [-16.70, 21.05, 7.71], [-7.40, 19.81, 8.87], [-8.66, 20.16, 9.03], [-9.41, 19.06, 9.41], [-8.55, 17.96, 9.48], [-7.24, 18.42, 9.19], [-6.63, 20.37, 8.52], [-8.85, 21.22, 8.95], [-10.41, 19.02, 9.83], [-8.71, 16.91, 9.64], [-6.41, 17.80, 8.89], [-13.24, 19.63, 10.44], [-13.14, 20.97, 10.10], [-14.23, 21.18, 9.34], [-15.09, 20.11, 9.32], [-14.48, 19.19, 10.14], [-12.58, 19.19, 11.06], [-12.26, 21.52, 10.37], [-14.53, 22.07, 8.81], [-16.07, 20.04, 8.85], [-14.85, 18.20, 10.37], [-15.18, 20.17, 4.58], [-15.13, 21.26, 5.38], [-14.65, 20.79, 6.61], [-14.58, 19.35, 6.60], [-14.88, 19.03, 5.29], [-15.42, 20.20, 3.60], [-15.43, 22.19, 4.93], [-14.51, 21.45, 7.45], [-14.26, 18.68, 7.38], [-14.85, 18.02, 4.92]]}

***

{"formula": "C28H59N4O4S4SiTi", "method": "wB97M-V/def2-TZVPD", "spin_multiplicity": 2, "homo_lumo_gap_ev": [6.82, 6.82], "energy_ha": -4354.34108, "s_squared": 0.756, "lumo_energy_ev": [0.37, 0.37], "symbols": ["Ti", "C", "C", "N", "C", "C", "S", "C", "C", "N", "H", "H", "H", "H", "H", "H", "H", "H", "H", "H", "H", "H", "H", "H", "C", "C", "S", "C", "C", "S", "H", "H", "H", "H", "H", "H", "C", "C", "C", "C", "O", "Si", "S", "O", "C", "C", "C", "C", "O", "C", "C", "C", "C", "H", "H", "H", "H", "H", "H", "H", "H", "H", "H", "H", "H", "H", "H", "H", "H", "H", "H", "H", "H", "H", "H", "H", "H", "H", "H", "H", "C", "N", "C", "C", "C", "N", "C", "C", "O", "H", "H", "H", "H", "H", "H", "H", "H", "H", "H", "H", "H"], "coordinates": [[-0.85, -1.59, -1.08], [-3.65, -0.52, -2.34], [-3.53, -2.03, -2.65], [-2.79, -2.75, -1.60], [-3.62, -3.47, -0.63], [-4.60, -2.60, 0.15], [-3.84, -1.42, 1.30], [-4.24, 0.18, 0.57], [-3.15, 0.79, -0.30], [-2.64, -0.08, -1.37], [-4.64, -0.30, -1.95], [-3.56, 0.03, -3.27], [-2.97, -2.15, -3.57], [-4.52, -2.46, -2.80], [-2.21, -3.45, -2.06], [-2.94, -3.97, 0.06], [-4.21, -4.24, -1.14], [-5.23, -3.26, 0.74], [-5.27, -2.06, -0.52], [-4.41, 0.85, 1.40], [-5.20, 0.09, 0.05], [-2.29, 1.06, 0.31], [-3.56, 1.72, -0.72], [-1.91, 0.48, -1.84], [1.04, -4.21, -4.65], [0.49, -3.72, -3.33], [-0.23, -2.11, -3.36], [0.58, -4.45, -2.20], [1.25, -5.80, -2.16], [-0.02, -3.87, -0.65], [0.90, -3.44, -5.41], [0.53, -5.12, -4.99], [2.10, -4.43, -4.58], [1.17, -6.32, -3.12], [0.79, -6.43, -1.40], [2.31, -5.71, -1.92], [-0.07, 3.71, 2.50], [-0.44, 2.23, 2.44], [-1.88, 2.03, 2.90], [0.49, 1.39, 3.31], [-0.40, 1.74, 1.09], [0.70, 1.99, -0.11], [0.38, 0.65, -1.68], [2.16, 1.86, 0.63], [3.44, 2.41, 0.27], [4.48, 1.63, 1.08], [3.70, 2.24, -1.22], [3.49, 3.88, 0.67], [0.63, 3.56, -0.61], [-0.07, 4.30, -1.61], [-1.55, 3.91, -1.62], [0.56, 4.05, -2.97], [0.08, 5.76, -1.21], [-0.17, 4.08, 3.52], [-0.73, 4.29, 1.84], [0.96, 3.85, 2.17], [-2.16, 0.98, 2.78], [-1.99, 2.30, 3.95], [-2.56, 2.64, 2.30], [0.44, 1.73, 4.35], [1.52, 1.48, 2.95], [0.18, 0.34, 3.27], [4.52, 0.59, 0.76], [4.22, 1.66, 2.14], [5.47, 2.07, 0.94], [3.59, 1.20, -1.52], [4.71, 2.58, -1.47], [2.99, 2.84, -1.80], [3.36, 3.98, 1.76], [2.69, 4.43, 0.17], [4.45, 4.31, 0.40], [-1.65, 2.87, -1.94], [-2.11, 4.54, -2.31], [-1.97, 4.01, -0.62], [0.50, 2.99, -3.23], [1.61, 4.36, -2.96], [0.04, 4.63, -3.74], [-0.36, 5.93, -0.23], [-0.41, 6.41, -1.94], [1.14, 6.02, -1.17], [-1.02, -2.72, 2.98], [0.37, -2.37, 2.78], [1.32, -3.05, 3.63], [2.63, -2.30, 3.61], [3.11, -2.24, 2.18], [2.05, -1.78, 1.28], [2.51, -1.46, -0.06], [0.74, -1.82, 1.59], [-0.13, -1.31, 0.84], [-1.31, -2.50, 4.01], [-1.19, -3.79, 2.79], [-1.64, -2.14, 2.31], [1.46, -4.09, 3.31], [0.91, -3.06, 4.64], [3.38, -2.81, 4.22], [2.49, -1.29, 4.00], [3.45, -3.23, 1.84], [3.94, -1.55, 2.08], [2.75, -0.40, -0.15], [1.76, -1.71, -0.80], [3.39, -2.07, -0.27]]}

***

{"formula": "C28H61ClN5P", "method": "wB97M-V/def2-TZVPD", "smiles": "CCC[C@@](C#N)([C@@H](Cl)C#N)P(C)CC.CCN(CC)CC.CCN(CC)CC.CCN(CC)CC", "homo_lumo_gap_ev": 8.42, "energy_ha": -2178.70496, "lumo_energy_ev": 0.50, "symbols": ["C", "C", "C", "C", "C", "N", "C", "Cl", "C", "N", "P", "C", "C", "C", "H", "H", "H", "H", "H", "H", "H", "H", "H", "H", "H", "H", "H", "H", "H", "H", "C", "C", "N", "C", "C", "C", "C", "H", "H", "H", "H", "H", "H", "H", "H", "H", "H", "H", "H", "H", "H", "H", "C", "C", "N", "C", "C", "C", "C", "H", "H", "H", "H", "H", "H", "H", "H", "H", "H", "H", "H", "H", "H", "H", "C", "C", "N", "C", "C", "C", "C", "H", "H", "H", "H", "H", "H", "H", "H", "H", "H", "H", "H", "H", "H", "H"], "coordinates": [[2.87, -3.52, 3.92], [2.58, -2.08, 3.48], [1.09, -1.75, 3.53], [0.77, -0.25, 3.34], [1.35, 0.20, 2.07], [1.83, 0.70, 1.15], [-0.78, -0.08, 3.19], [-1.43, -0.78, 1.67], [-1.51, -0.67, 4.31], [-2.09, -1.04, 5.24], [1.22, 0.91, 4.77], [0.99, -0.10, 6.30], [3.04, 1.21, 4.81], [3.62, 1.93, 3.58], [2.50, -3.71, 4.93], [3.95, -3.64, 3.97], [2.49, -4.26, 3.21], [3.15, -1.43, 4.15], [2.99, -1.92, 2.48], [0.64, -2.28, 2.68], [0.64, -2.17, 4.42], [-1.00, 0.99, 3.17], [1.95, -0.32, 6.77], [0.48, -1.05, 6.12], [0.38, 0.47, 7.00], [3.18, 1.87, 5.67], [3.63, 0.32, 5.04], [2.93, 2.70, 3.23], [3.74, 1.23, 2.76], [4.60, 2.35, 3.80], [-2.71, 5.42, 1.52], [-2.91, 3.96, 1.89], [-4.14, 3.70, 2.60], [-4.20, 2.37, 3.18], [-4.20, 1.17, 2.23], [-5.35, 4.16, 1.94], [-5.66, 3.62, 0.54], [-2.77, 6.06, 2.41], [-1.73, 5.56, 1.07], [-3.45, 5.77, 0.80], [-2.08, 3.66, 2.54], [-2.81, 3.36, 0.97], [-5.07, 2.31, 3.84], [-3.33, 2.28, 3.85], [-5.17, 1.03, 1.75], [-4.00, 0.26, 2.80], [-3.44, 1.25, 1.45], [-5.32, 5.25, 1.89], [-6.20, 3.95, 2.60], [-4.77, 3.61, -0.10], [-6.40, 4.25, 0.06], [-6.07, 2.61, 0.57], [0.11, 0.43, -5.36], [-0.52, 0.57, -3.98], [0.32, 1.30, -3.04], [-0.14, 1.19, -1.67], [-1.50, 1.80, -1.31], [0.75, 2.62, -3.47], [-0.33, 3.65, -3.81], [1.10, -0.04, -5.29], [-0.52, -0.20, -5.99], [0.22, 1.39, -5.87], [-0.67, -0.43, -3.58], [-1.52, 1.02, -4.10], [0.62, 1.61, -1.01], [-0.18, 0.13, -1.42], [-1.46, 2.89, -1.25], [-1.82, 1.44, -0.33], [-2.28, 1.53, -2.03], [1.39, 2.49, -4.34], [1.41, 3.02, -2.69], [-1.13, 3.23, -4.41], [0.11, 4.47, -4.39], [-0.77, 4.10, -2.92], [2.14, -2.14, -3.09], [2.92, -3.32, -3.67], [2.39, -4.61, -3.27], [3.28, -5.72, -3.59], [3.56, -6.02, -5.07], [0.98, -4.82, -3.55], [0.51, -4.70, -5.00], [2.09, -2.20, -2.00], [2.64, -1.21, -3.35], [1.13, -2.09, -3.49], [3.95, -3.25, -3.31], [2.97, -3.20, -4.76], [2.88, -6.62, -3.11], [4.23, -5.52, -3.09], [2.71, -6.50, -5.55], [4.41, -6.70, -5.14], [3.81, -5.12, -5.63], [0.41, -4.11, -2.94], [0.70, -5.80, -3.16], [0.94, -3.84, -5.51], [-0.58, -4.58, -5.02], [0.74, -5.59, -5.58]]}

***

{"formula": "C28H61INO10P2", "method": "wB97M-V/def2-TZVPD", "charge": 1, "homo_lumo_gap_ev": 8.69, "energy_ha": -2890.79561, "lumo_energy_ev": -2.79, "symbols": ["C", "C", "C", "O", "O", "C", "C", "C", "C", "C", "C", "C", "C", "C", "N", "C", "C", "C", "I", "C", "H", "H", "H", "H", "H", "H", "H", "H", "H", "H", "H", "H", "H", "H", "H", "H", "H", "H", "H", "H", "H", "H", "H", "H", "H", "H", "H", "H", "H", "H", "H", "O", "P", "O", "C", "C", "O", "C", "C", "O", "C", "C", "H", "H", "H", "H", "H", "H", "H", "H", "H", "H", "H", "H", "H", "H", "H", "O", "P", "O", "C", "C", "O", "C", "C", "O", "C", "C", "H", "H", "H", "H", "H", "H", "H", "H", "H", "H", "H", "H", "H", "H", "H"], "coordinates": [[-2.58, 0.03, 4.03], [-2.00, -0.82, 2.88], [-3.15, -1.38, 2.00], [-4.25, -1.10, 2.29], [-2.89, -2.21, 0.93], [-2.68, -1.48, -0.29], [-1.54, -2.17, -1.10], [-0.37, -1.17, -1.31], [0.75, -1.31, -0.19], [2.11, -0.92, -0.89], [3.18, -1.87, -0.29], [3.53, -3.07, -1.20], [4.53, -1.19, 0.16], [4.83, 0.20, -0.44], [1.91, -0.86, -2.38], [2.29, 0.46, -3.00], [1.14, 1.47, -3.23], [0.64, 2.19, -1.93], [0.45, 4.32, -2.39], [0.50, -1.35, -2.57], [-1.79, 0.45, 4.68], [-3.13, 0.89, 3.62], [-3.29, -0.60, 4.58], [-1.46, -1.68, 3.30], [-1.34, -0.21, 2.23], [-2.47, -0.41, -0.10], [-3.63, -1.53, -0.85], [-1.22, -3.02, -0.47], [-1.92, -2.61, -2.04], [-0.84, -0.18, -1.42], [0.65, -2.34, 0.17], [0.54, -0.51, 0.54], [2.16, 0.15, -0.62], [2.74, -2.29, 0.62], [4.17, -3.76, -0.63], [4.17, -2.69, -2.03], [2.66, -3.62, -1.61], [4.59, -1.16, 1.26], [5.36, -1.86, -0.15], [4.07, 0.92, -0.06], [4.94, 0.22, -1.53], [5.78, 0.55, 0.01], [2.41, -1.53, -2.96], [3.07, 1.00, -2.43], [2.72, 0.24, -3.99], [1.56, 2.27, -3.86], [0.28, 1.07, -3.78], [1.36, 2.15, -1.10], [-0.37, 1.89, -1.64], [0.04, -1.08, -3.54], [0.66, -2.44, -2.72], [1.97, -8.12, 1.75], [2.57, -7.04, 2.60], [1.83, -7.31, 4.05], [1.61, -8.63, 4.54], [2.83, -9.19, 5.25], [1.71, -5.75, 2.06], [0.94, -5.83, 0.87], [-0.49, -6.24, 1.17], [3.61, -5.93, 3.25], [4.55, -6.29, 4.26], [5.64, -7.21, 3.74], [1.29, -9.30, 3.75], [0.78, -8.56, 5.25], [3.69, -9.22, 4.58], [2.63, -10.20, 5.61], [3.10, -8.57, 6.11], [1.41, -6.49, 0.14], [0.94, -4.82, 0.43], [-0.53, -7.16, 1.76], [-1.05, -6.40, 0.25], [-0.99, -5.47, 1.76], [4.05, -6.70, 5.13], [5.01, -5.35, 4.59], [5.21, -8.11, 3.28], [6.30, -7.51, 4.55], [6.23, -6.71, 2.98], [-5.44, 9.30, -1.51], [-4.58, 8.61, -2.52], [-3.06, 9.02, -2.00], [-2.74, 9.04, -0.61], [-2.38, 7.67, -0.07], [-4.74, 9.63, -3.78], [-5.76, 10.63, -3.80], [-5.26, 11.93, -3.22], [-3.97, 7.53, -3.62], [-3.23, 6.39, -3.23], [-4.08, 5.37, -2.49], [-3.55, 9.47, -0.02], [-1.89, 9.71, -0.50], [-3.20, 6.97, -0.21], [-2.14, 7.72, 0.99], [-1.50, 7.27, -0.59], [-6.66, 10.28, -3.29], [-6.04, 10.78, -4.85], [-4.82, 11.80, -2.23], [-6.07, 12.66, -3.14], [-4.48, 12.36, -3.86], [-2.35, 6.68, -2.65], [-2.85, 5.93, -4.15], [-4.58, 5.82, -1.63], [-3.46, 4.54, -2.14], [-4.85, 4.97, -3.15]]}